{
  "formula": "C17H37CaNO8S2",
  "method": "the ωB97M-V functional and the def2-TZVPD basis",
  "elements": ["Ca", "C", "C", "O", "O", "H", "H", "H", "C", "C", "C", "O", "H", "H", "H", "H", "H", "H", "H", "C", "C", "C", "O", "C", "N", "H", "H", "H", "H", "H", "H", "H", "H", "H", "H", "H", "C", "C", "C", "S", "O", "O", "C", "H", "H", "H", "H", "H", "H", "H", "H", "C", "C", "C", "S", "O", "O", "C", "H", "H", "H", "H", "H", "H", "H", "H"],
  "coordinates": [[-0.8240, -0.6128, 0.6809], [-4.9840, -1.8990, 0.4600], [-3.5268, -1.5696, 0.6754], [-2.6584, -1.8928, -0.1823], [-3.2287, -0.7802, 1.5560], [-5.6469, -1.1319, 0.8602], [-5.3045, -2.8594, 0.8637], [-5.2244, -1.9693, -0.6009], [2.4838, 2.3677, 1.2557], [2.5927, 0.8950, 0.9708], [3.2840, 0.1090, 2.1020], [1.4105, 0.3653, 0.4618], [3.4344, 2.7792, 1.5951], [1.8500, 2.6160, 2.1070], [2.1415, 3.0252, 0.4565], [3.3474, 0.8859, 0.1843], [2.6624, -0.0032, 2.9904], [4.2317, 0.5592, 2.3974], [3.4928, -0.8689, 1.6684], [0.0110, -2.1058, 4.7810], [-0.6981, -1.5041, 3.6172], [-0.8495, 0.0781, 3.6875], [-0.9847, 0.7163, 2.4480], [-1.2294, 2.1341, 2.5150], [0.0344, -1.9092, 2.4000], [-0.5354, -1.7220, 5.6425], [0.9490, -1.5595, 4.8802], [0.1312, -3.1807, 4.9158], [-1.6109, -2.0923, 3.5228], [-0.0504, 0.5766, 4.2362], [-1.7448, 0.2034, 4.2964], [-2.0051, 2.3636, 3.2455], [-1.5638, 2.7057, 1.6493], [-0.3149, 2.6854, 2.7339], [0.0648, -2.8977, 2.1948], [1.0101, -1.6572, 2.4679], [0.1218, 3.9507, -2.6613], [-0.4968, 2.9570, -3.6663], [-1.7335, 2.2983, -3.0641], [-1.6527, 2.4207, -1.2746], [-1.5627, 1.0844, -0.6733], [-2.6938, 3.3582, -0.8137], [0.0309, 3.2282, -1.2826], [-0.5364, 4.8179, -2.7152], [1.1349, 4.3125, -2.8366], [0.1859, 2.1133, -3.7667], [-0.7299, 3.3649, -4.6499], [-1.6651, 1.2598, -3.3879], [-2.7496, 2.5913, -3.3281], [0.7508, 2.4097, -1.2797], [0.1079, 3.9103, -0.4359], [1.3263, -2.8866, -4.2064], [1.6215, -1.4335, -3.7164], [2.2736, -1.5755, -2.3064], [1.2689, -2.9093, -1.4480], [0.2494, -2.2198, -0.6496], [2.2584, -3.7646, -0.7689], [0.5783, -3.5381, -3.0429], [2.2495, -3.4353, -4.3927], [0.7307, -2.9237, -5.1185], [0.6727, -0.8975, -3.7440], [2.3695, -0.8752, -4.2793], [2.3032, -0.7216, -1.6297], [3.3107, -1.8681, -2.4710], [-0.4733, -3.2516, -3.0367], [0.6017, -4.6268, -3.0901]],
  "e_above_lowest_kcal_mol": 6.1,
  "lumo_energy_ev": 0.32,
  "total_charge": 0,
  "orbital_gap_ev": 7.54
}


{
  "formula": "C17H37O29PS7",
  "method": "the ωB97M-V functional and the def2-TZVPD basis",
  "elements": ["O", "S", "O", "O", "C", "C", "O", "H", "H", "H", "H", "O", "S", "O", "O", "C", "C", "O", "H", "H", "H", "H", "O", "S", "O", "O", "C", "C", "O", "H", "H", "H", "H", "O", "S", "O", "O", "C", "C", "O", "H", "H", "H", "H", "O", "S", "O", "O", "C", "C", "O", "H", "H", "H", "H", "O", "S", "O", "O", "C", "C", "O", "H", "H", "H", "H", "O", "S", "O", "O", "C", "C", "O", "H", "H", "H", "H", "C", "C", "C", "O", "P", "H", "H", "H", "H", "H", "H", "H", "H", "H"],
  "coordinates": [[-5.7532, -0.3893, -0.9339], [-4.8892, 0.6139, -1.4403], [-3.4972, 0.3944, -1.6039], [-5.1157, 1.9472, -0.5868], [-5.4940, 3.0312, -1.4438], [-6.2146, 2.3652, -2.5982], [-5.4719, 1.1600, -2.8289], [-4.5873, 3.5403, -1.7766], [-6.1246, 3.7310, -0.9022], [-6.2257, 2.9753, -3.4970], [-7.2371, 2.0929, -2.3290], [4.4484, -1.2313, -0.0385], [3.0543, -1.3938, -0.2814], [2.5312, -2.6267, -0.7489], [2.5693, -0.2066, -1.2245], [1.5138, 0.5311, -0.5862], [1.7846, 0.3788, 0.8926], [2.2460, -0.9774, 1.0348], [0.5588, 0.0822, -0.8682], [1.5337, 1.5670, -0.9111], [0.9002, 0.5482, 1.4984], [2.5829, 1.0447, 1.2261], [0.9276, 2.1775, 3.2314], [1.4756, 2.3011, 4.5371], [1.5621, 3.5578, 5.1869], [2.9072, 1.5919, 4.5015], [2.9766, 0.5491, 5.4956], [1.5456, 0.0797, 5.6371], [0.7569, 1.2772, 5.5249], [3.3552, 0.9884, 6.4200], [3.6481, -0.2451, 5.1666], [1.3510, -0.4090, 6.5873], [1.2630, -0.5874, 4.8192], [1.2555, -0.8149, -5.0521], [1.4337, 0.4780, -4.4985], [2.3064, 0.6991, -3.4024], [-0.0116, 1.0766, -4.1528], [-0.2173, 2.3213, -4.8355], [0.6197, 2.1993, -6.0891], [1.8042, 1.5078, -5.6725], [0.1366, 3.1328, -4.1973], [-1.2720, 2.4654, -5.0517], [0.8731, 3.1650, -6.5161], [0.1168, 1.5873, -6.8422], [-2.3460, -5.2060, 5.4153], [-1.4181, -6.2776, 5.4987], [-0.9912, -6.7949, 6.7461], [-0.1421, -5.8931, 4.6124], [0.0871, -6.8891, 3.6064], [-1.2893, -7.4485, 3.3124], [-1.9330, -7.4922, 4.5942], [0.7504, -7.6509, 4.0202], [0.5521, -6.4376, 2.7341], [-1.2568, -8.4428, 2.8764], [-1.8619, -6.7834, 2.6624], [-0.5906, 5.3444, -6.3962], [-1.3167, 5.8861, -7.4919], [-2.3590, 6.8258, -7.3107], [-1.8562, 4.6645, -8.3757], [-1.3756, 4.7772, -9.7242], [-0.0517, 5.5015, -9.5924], [-0.2812, 6.4697, -8.5584], [-2.0971, 5.3605, -10.2987], [-1.2720, 3.7902, -10.1668], [0.2518, 5.9986, -10.5090], [0.7428, 4.8285, -9.2629], [7.6180, -1.8734, 4.6926], [6.6046, -0.9681, 4.2922], [5.4768, -0.7058, 5.1227], [6.0892, -1.3845, 2.8451], [6.2264, -0.2873, 1.9264], [7.4079, 0.4955, 2.4614], [7.2575, 0.4303, 3.8914], [5.3079, 0.3007, 1.9530], [6.3820, -0.6623, 0.9202], [7.4104, 1.5309, 2.1337], [8.3567, 0.0256, 2.1957], [-4.4878, -2.9352, 2.4417], [-3.6426, -2.7804, 3.7312], [-2.3596, -1.9936, 3.4956], [-2.6493, -0.6362, 3.1115], [-2.3639, -0.1467, 1.5665], [-4.7957, -3.9798, 2.3358], [-5.3705, -2.2936, 2.4753], [-3.9329, -2.6858, 1.5324], [-4.2276, -2.1960, 4.4490], [-3.3879, -3.7628, 4.1339], [-1.7652, -2.5200, 2.7371], [-1.7662, -1.9382, 4.4143], [-1.6281, -1.1876, 0.9446], [-3.6322, -0.2540, 0.9546]],
  "lumo_energy_ev": 0.00,
  "total_charge": 0,
  "orbital_gap_ev": 8.26,
  "smiles": "O=S1(=O)OCCO1.O=S1(=O)OCCO1.O=S1(=O)OCCO1.O=S1(=O)OCCO1.O=S1(=O)OCCO1.O=S1(=O)OCCO1.O=S1(=O)OCCO1.CCCOP"
}


{
  "formula": "C17H38B4O15S2",
  "method": "the ωB97M-V functional and the def2-TZVPD basis",
  "elements": ["C", "C", "O", "C", "O", "C", "C", "C", "B", "O", "B", "C", "C", "C", "O", "C", "C", "O", "O", "B", "B", "O", "O", "O", "H", "H", "H", "H", "H", "H", "H", "H", "H", "H", "H", "H", "H", "H", "H", "H", "H", "H", "H", "H", "H", "H", "C", "C", "O", "S", "C", "O", "O", "H", "H", "H", "H", "H", "H", "H", "H", "C", "C", "O", "S", "C", "O", "O", "H", "H", "H", "H", "H", "H", "H", "H"],
  "coordinates": [[4.3741, -0.7690, 0.7332], [2.7987, -0.2948, 0.5026], [2.5875, 0.8670, 1.3809], [1.2038, 1.4137, 1.2237], [1.0068, 2.6183, 1.8284], [0.0071, 0.6265, 0.3696], [-1.4446, 1.3740, 0.5158], [-2.7501, 0.3894, 0.4009], [-2.7235, -0.6648, -0.8597], [-3.6745, -1.8292, -0.7710], [-4.5761, -1.5819, -1.9517], [-6.1255, -1.1284, -1.6404], [-7.0245, -0.7957, -2.9812], [-7.8137, 0.6419, -2.6859], [-9.1662, 0.6967, -3.2778], [-9.8919, 1.6754, -2.4017], [-9.3919, 3.2167, -2.1350], [-11.0296, 1.2970, -1.7653], [-3.9472, -1.7311, -3.2784], [-2.6161, -1.0425, -3.2826], [-1.9531, -0.8289, -4.8145], [-0.7221, -1.5213, -5.2777], [-2.6689, 0.0752, -5.7817], [-1.9034, -0.5649, -2.0820], [4.3871, -1.9524, 0.5787], [5.0110, -0.2308, -0.0899], [4.7700, -0.4915, 1.8232], [2.6461, -0.0028, -0.6222], [2.0991, -1.1531, 0.8864], [-0.0796, -0.5183, 0.6604], [0.3250, 0.6313, -0.7799], [-1.5915, 2.2972, -0.2060], [-1.4733, 1.8336, 1.6172], [-2.9771, -0.1731, 1.4111], [-3.6882, 1.1041, 0.2157], [-6.0542, -0.0994, -1.0392], [-6.6869, -1.8695, -0.8919], [-6.3935, -0.7443, -3.9805], [-7.8314, -1.6574, -3.0947], [-7.2037, 1.5786, -3.0884], [-7.9573, 0.8471, -1.5232], [-8.2519, 3.3283, -1.8774], [-9.9831, 3.7233, -1.2306], [-9.5760, 3.8861, -3.1017], [-0.0428, -1.4837, -4.5421], [-2.1144, 0.1723, -6.6292], [8.6748, -5.2662, -2.6140], [7.3598, -4.5126, -2.6970], [6.3139, -5.2083, -2.0293], [6.3013, -5.2171, -0.4002], [4.6832, -5.9127, -0.1814], [6.2877, -3.8523, 0.0792], [7.2705, -6.1855, 0.0684], [9.0345, -5.3219, -1.5830], [9.4456, -4.7707, -3.2102], [8.5535, -6.2945, -2.9699], [7.4596, -3.4961, -2.3017], [7.0671, -4.4230, -3.7485], [3.9386, -5.2114, -0.5608], [4.5334, -6.0782, 0.8877], [4.6322, -6.8645, -0.7133], [3.2265, 3.6105, 3.7688], [1.9997, 4.3513, 4.2691], [1.8799, 4.2710, 5.6844], [2.8920, 5.1579, 6.6026], [2.0810, 4.9026, 8.1604], [2.7634, 6.5514, 6.2361], [4.1776, 4.4936, 6.6546], [4.1462, 4.0849, 4.1215], [3.2549, 3.5984, 2.6760], [3.2323, 2.5799, 4.1380], [2.0067, 5.3965, 3.9421], [1.1048, 3.8855, 3.8432], [1.0943, 5.3671, 8.1299], [2.6926, 5.3699, 8.9352], [2.0038, 3.8300, 8.3477]],
  "e_above_lowest_kcal_mol": 215.1,
  "lumo_energy_ev": -0.31,
  "total_charge": 0,
  "orbital_gap_ev": 10.14,
  "smiles": "CCOC(=O)CCCB1OB(CCCOC(C)=O)OB(B(O)O)O1.CCOS(C)(=O)=O.CCOS(C)(=O)=O"
}


Number 1: molecular weight 487.69 g mol⁻¹. Number 2: molecular weight 960.90 g mol⁻¹. Number 3: molecular weight 589.86 g mol⁻¹.